# C27H39ClGdN3O6

A molecular structure, C27H39ClGdN3O6 (the ωB97M-V functional and the def2-TZVPD basis, the Open Molecules 2025 dataset).

Values from the calculation:
DFT total energy: -78741.464 eV
M: 694.3 u

```
! RIJCOSX wB97M-V def2-TZVPD def2/J DEFGRID3
* xyz 0 8
O 0.5925 -1.7093 -0.4931
C 1.8948 -2.2008 -0.6337
C 2.2008 -3.2614 0.3982
C 1.4128 -3.4070 1.5348
H 0.5495 -2.7673 1.6415
C 1.7184 -4.3577 2.4979
H 1.1004 -4.4477 3.3834
C 2.8151 -5.1928 2.3309
H 3.0570 -5.9354 3.0808
C 3.5964 -5.0714 1.1887
H 4.4482 -5.7235 1.0437
C 3.2901 -4.1119 0.2345
H 3.9038 -4.0161 -0.6529
H 2.0162 -2.6669 -1.6179
C 2.8151 -0.2077 -1.8478
C 2.8419 -1.0090 -0.5868
H 3.7356 0.3397 -2.0331
H 1.9851 0.4964 -1.8318
H 2.6417 -0.8629 -2.7050
C 3.5655 -0.7254 0.4984
C 4.4922 0.4246 0.7046
H 3.5033 -1.4107 1.3370
H 5.5178 0.1213 0.8956
H 4.1694 1.0382 1.5493
H 4.4978 1.0868 -0.1651
Gd 0.0000 0.0000 0.0000
Cl 2.0668 1.0117 0.2723
C -0.5165 2.6496 1.1273
O -0.9620 1.8413 0.2966
N -1.1123 3.8092 1.4180
C -2.0671 4.4161 0.5135
C -0.8372 4.4959 2.6612
H 0.4033 2.4494 1.6745
H -2.2369 3.7427 -0.3178
H -1.6848 5.3663 0.1396
H -3.0099 4.5998 1.0289
H -0.2416 3.8598 3.3082
H -1.7661 4.7439 3.1759
H -0.2876 5.4195 2.4767
H -2.7250 -4.7679 0.8395
H -4.0346 -2.6777 1.9988
C -1.9141 -4.0411 0.8480
C -3.1264 -2.1121 1.7909
N -2.4361 -2.7049 0.6589
H -1.2148 -4.2864 0.0535
C -2.0980 -1.9827 -0.4000
O -1.9412 -0.7493 -0.4163
H -3.3611 -1.0783 1.5720
H -1.9838 -2.5729 -1.3189
H -1.3954 -4.0993 1.8051
H -2.4735 -2.1388 2.6595
H -0.8237 2.0506 -4.9409
H -1.8143 -0.3697 -5.7402
C 0.0138 1.4044 -4.6761
C -0.9615 -0.8044 -5.2197
N -0.4642 0.1166 -4.2204
H 0.5945 1.8779 -3.8917
C -0.3675 -0.2332 -2.9374
O -0.0336 0.5526 -2.0343
H -1.2657 -1.7222 -4.7313
H -0.5823 -1.2786 -2.7216
H 0.6577 1.2830 -5.5459
H -0.1830 -1.0241 -5.9519
O -0.4462 -0.4893 4.4812
C -0.8523 -0.0416 3.3144
O -0.1289 -0.4510 2.2649
C -2.0486 0.8898 3.3361
C -2.8402 1.2145 2.2190
C -3.9417 2.0695 2.3127
C -4.2877 2.6275 3.5377
C -3.5361 2.3204 4.6690
C -2.4358 1.4571 4.5739
H -2.6442 0.8080 1.2579
H -4.5280 2.2957 1.4310
H -5.1410 3.2913 3.6081
H -3.8089 2.7499 5.6246
H -1.8809 1.2473 5.4779
*
```

Here are the Mulliken charges for atoms 1 to 4, given in e: 0.2434 0.6220 -1.1175 0.6191



# C27H39Co2O7Si4

A molecular structure, C27H39Co2O7Si4 (the ωB97M-V functional and the def2-TZVPD basis, the Open Molecules 2025 dataset).

Values from the calculation:
DFT total energy: -149728.704 eV
Energy relative to the best compared isomer or geometry (same formula, charge and spin): 1.673 eV
M: 705.8 u

```
! RIJCOSX wB97M-V def2-TZVPD def2/J DEFGRID3
* xyz -1 1
C 2.2959 -2.7650 2.4346
Si 1.2536 -2.6289 0.8653
C 2.3870 -2.7377 -0.6289
C 0.0295 -4.0530 0.7913
Si -0.0103 -0.6474 0.6793
Si -1.2730 -0.6912 2.6699
C -1.0634 -2.2143 3.7547
C -0.9394 0.8706 3.6519
C -3.0053 -0.6730 1.9651
Si 1.6133 1.0267 0.7392
C 2.6580 0.9113 2.3067
C 2.6766 0.8227 -0.7970
C 0.7207 2.6763 0.6816
O -0.8600 -0.5445 -0.9065
C -1.9387 0.0410 -1.4893
C -3.1343 -0.8304 -1.7004
C -1.8906 1.2999 -2.0190
H 2.6681 -3.8004 2.4745
H 3.1667 -2.0964 2.4041
H 1.7325 -2.5777 3.3564
H 2.5903 -3.8053 -0.7992
H 1.9130 -2.3303 -1.5326
H 3.3428 -2.2239 -0.4632
H 0.5894 -4.9320 0.4390
H -0.4137 -4.2884 1.7661
H -0.7753 -3.8492 0.0705
H -1.8155 -2.1151 4.5523
H -1.2689 -3.1491 3.2191
H -0.0779 -2.2814 4.2309
H -1.2307 0.6555 4.6907
H 0.1083 1.1958 3.6437
H -1.5786 1.6846 3.2762
H -3.6914 -0.5405 2.8105
H -3.1754 0.1623 1.2746
H -3.2484 -1.6194 1.4679
H 3.0913 1.9115 2.4626
H 2.0791 0.6383 3.1996
H 3.4825 0.1974 2.1707
H 3.0868 1.8141 -1.0431
H 3.5109 0.1303 -0.6185
H 2.0886 0.4646 -1.6551
H 1.4821 3.4674 0.7586
H 0.1882 2.8121 -0.2712
H 0.0077 2.8003 1.5075
H -4.0597 -0.2421 -1.8196
H -2.9919 -1.3967 -2.6388
H -3.2713 -1.5555 -0.8852
H -2.7233 1.6068 -2.6534
H -0.9566 1.8573 -2.0612
O -2.7202 2.7123 1.6233
C -2.7552 3.2085 0.5700
Co -2.7742 4.1010 -0.9397
C -2.1072 5.5644 -0.3218
O -1.5478 6.4881 0.1093
C -1.3175 4.2454 -2.0237
O -0.4082 4.4865 -2.7025
C -4.7232 4.5869 -1.0302
C -5.2553 5.6897 -0.2567
C -5.3917 5.5637 1.1490
C -5.6732 6.6741 1.9498
C -5.8334 7.9349 1.3634
C -5.7705 8.0542 -0.0332
C -5.5205 6.9446 -0.8460
C -4.3297 4.0896 -2.2631
C -3.5639 4.1023 -3.4142
Co -5.5624 2.9854 -1.4860
C -5.6232 2.0899 0.0474
O -5.6981 1.5251 1.0578
C -5.6221 1.9233 -2.8878
O -5.7022 1.2125 -3.8000
C -7.2842 3.2926 -1.5865
O -8.4287 3.4383 -1.6637
H -5.2618 4.5718 1.5953
H -5.7620 6.5524 3.0373
H -6.0564 8.7951 2.0040
H -5.8820 9.0438 -0.4771
H -5.4689 7.0458 -1.9314
H -3.9673 3.5695 -4.2752
H -2.8525 4.9290 -3.6004
*
```

Here are the Mulliken charges for atoms 1 to 4, given in e: -0.9512 0.4994 -1.1935 -1.2326



| no. | F_max (hartree/bohr) |
| --- | --- |
| 1 | 0.1603 |
| 2 | 0.0594 |